[1]
Density functional theory data (the ωB97M-V functional and the def2-TZVPD basis) for C21H25LiNSSb2 as an isolated structure.

XYZ file:
```
51
Properties=species:S:1:pos:R:3:forces:R:3
C 3.39095 1.43106 -1.83121 0.045 -0.003 0.002
N -1.27017 2.98042 -1.11595 0.104 -0.128 -0.038
C -1.42363 -2.31595 -0.13970 0.014 -0.126 -0.060
C -1.45065 -1.60384 2.29654 -0.052 0.039 0.069
H -2.80764 2.37600 2.52177 -0.014 0.001 0.006
H -4.02839 -1.20616 -1.78305 -0.036 0.016 0.000
C 7.12164 1.20310 -1.88303 0.009 0.001 0.028
C 5.82101 1.31242 -1.41953 -0.021 0.003 0.011
Li 0.32892 1.81931 -0.83831 -0.011 0.475 -0.195
H -1.02646 1.20633 4.58980 0.007 -0.007 0.013
H -0.36753 -2.58436 -0.07305 0.001 0.001 -0.014
H -4.02133 -0.27594 -0.26509 0.002 -0.009 0.017
C -2.37067 3.21222 -1.43341 -0.329 0.075 -0.008
H -3.93477 0.58516 -1.80772 0.002 0.003 0.003
H -3.01328 0.61479 2.38645 -0.017 -0.010 -0.010
C -1.20196 -1.32299 -3.13931 -0.056 -0.041 -0.059
C -3.31283 -2.25344 3.71829 0.000 0.004 0.031
H 0.42360 -1.16630 1.31654 -0.004 0.015 -0.001
C -3.93329 -2.86056 2.63707 -0.030 -0.019 -0.021
C 5.01182 1.20124 -3.67345 -0.011 0.005 0.014
S -3.94081 3.50360 -1.85251 0.280 -0.026 0.065
Sb -0.41717 1.33969 1.93434 0.018 -0.112 0.038
C -2.05942 -2.25513 1.21094 -0.053 -0.024 0.013
C -2.55259 1.49271 1.93462 0.021 0.043 0.049
H 4.18204 1.20364 -4.36797 -0.003 0.001 -0.003
H -3.77455 -3.35345 0.56210 -0.001 0.000 -0.010
H -4.89760 -3.33923 2.75312 0.001 0.001 -0.001
C -0.18351 -0.83426 2.15648 0.106 -0.064 0.008
H -0.18511 2.73572 4.27086 -0.009 0.003 -0.001
C -3.63427 -0.32060 -1.28223 0.002 -0.086 -0.058
H 0.74230 1.23275 4.39271 0.012 0.005 -0.007
C 6.31346 1.09198 -4.13340 -0.009 -0.002 -0.026
H 8.39657 1.00775 -3.60387 0.002 -0.001 -0.002
H -0.17561 -1.67907 -3.21411 0.007 0.003 0.008
H -1.36776 -0.57871 -3.91652 -0.005 0.012 0.005
H -1.60414 -1.15194 4.38104 0.010 0.002 -0.002
C -0.19730 1.66821 4.05343 -0.069 0.063 0.031
H -2.92080 1.64846 0.92230 0.012 -0.016 -0.022
H 6.49564 1.00756 -5.19837 0.017 -0.002 0.001
C 2.23830 1.55666 -1.43453 -0.115 -0.138 0.064
H -3.78369 -2.25421 4.69345 0.005 0.001 0.003
H -1.89429 -2.15402 -3.27770 0.008 -0.002 -0.015
C 4.73454 1.31506 -2.30425 0.036 -0.015 -0.033
H 7.94126 1.20592 -1.17394 0.011 -0.002 -0.009
Sb -1.50483 -0.43491 -1.21760 0.103 0.059 0.105
H 5.62158 1.40025 -0.35952 0.000 0.001 0.004
H -1.92013 -3.06907 -0.75401 -0.002 0.012 -0.008
H 0.42078 -0.93068 3.06047 0.016 -0.001 -0.006
C -3.30149 -2.86152 1.40456 0.005 -0.001 0.036
C 7.37906 1.09200 -3.24286 0.024 -0.002 -0.012
C -2.08583 -1.63767 3.53935 -0.034 -0.005 -0.002
```
Forces are in eV/Å.

Summary:
Calculated total energy in a.u.: -1756.20645
Total charge: -1

[2]
Density functional theory data (the ωB97M-V functional and the def2-TZVPD basis) for the molecule C21H25N3O2.

XYZ file:
```
51
Properties=species:S:1:pos:R:3:forces:R:3
C 0.65362 2.94450 2.46451 -0.191 -0.183 0.076
H -1.16746 1.81377 2.67205 -0.028 0.056 0.040
H -3.36652 1.40391 1.70423 -0.034 -0.035 -0.156
O 0.85582 0.16019 2.62619 -0.295 -0.177 0.373
O 0.19074 -2.59639 -0.51374 0.135 -0.079 -0.205
H 1.74712 -3.32529 -2.34683 -0.035 0.053 -0.113
C 2.02072 -3.74842 -1.39284 -0.170 0.110 0.038
N 1.49517 2.09324 1.65045 0.121 0.271 0.069
H 1.81229 2.49874 0.78374 0.002 -0.117 0.035
H -2.26923 -1.49847 -0.60697 -0.014 0.020 -0.096
C -0.90009 2.94259 -1.39077 -0.537 -0.463 -0.002
C -0.53384 3.34367 -2.67001 -0.050 -0.048 0.057
H 0.03569 -1.76563 1.37679 -0.042 -0.077 -0.053
H -3.44641 0.76979 -2.14114 -0.073 -0.074 -0.015
H -2.94870 -1.03619 1.71063 -0.044 -0.004 0.085
H -0.97210 3.09723 -4.73942 0.024 0.025 -0.078
C -0.84328 2.73053 2.18297 0.114 -0.034 0.083
C -2.93149 0.91764 0.82529 -0.123 -0.479 0.411
H -2.78493 1.49610 -4.39952 -0.046 -0.037 -0.057
H 1.72723 -0.06373 -0.20367 -0.044 -0.028 -0.118
H -0.92940 -0.36106 -0.48293 0.015 0.008 -0.040
H 0.26582 4.05263 -2.81400 0.095 0.088 -0.016
H 0.93081 3.97591 2.25117 0.009 -0.072 0.058
C -1.53371 -1.07566 0.07937 0.224 -0.224 0.238
H 0.98756 -3.74301 1.83700 -0.075 0.051 0.059
N -0.39139 3.29886 -0.16868 0.316 0.336 0.289
H -1.40983 3.56502 2.60474 -0.039 -0.038 0.022
H 3.21370 0.59621 0.49038 0.072 0.032 -0.066
C -2.64480 1.48066 -2.27648 -0.144 -0.137 0.050
C 1.23962 -3.43083 -0.27991 0.129 -0.099 -0.091
C 1.47507 0.74567 1.75712 0.572 0.133 -0.433
H -1.45500 -0.14577 1.99797 -0.055 0.023 0.068
H -3.74172 0.67972 0.13157 0.010 0.101 0.098
C -1.23026 2.80673 -3.73178 0.107 0.095 -0.145
H 2.92236 -5.21103 2.04203 0.015 -0.028 0.073
H 3.70587 -4.81997 -2.13520 0.040 -0.010 -0.077
C -0.59943 -2.17257 0.58038 -0.236 0.221 0.195
N -2.05258 1.84353 0.15944 0.187 0.285 -0.165
H 2.57079 -0.95914 1.05989 -0.022 -0.016 0.026
H 0.85101 2.71907 3.51576 -0.032 0.137 -0.089
H 4.29921 -5.76595 0.07109 0.069 -0.053 0.013
H -1.17467 -3.01745 0.98414 0.087 0.032 -0.002
C -2.26693 1.89205 -3.53868 -0.104 -0.090 -0.041
C 2.67266 -4.80191 1.07388 0.132 -0.081 -0.059
C 1.57271 -3.96714 0.95925 -0.304 0.214 0.042
C -2.21566 -0.37223 1.24919 -0.011 0.064 -0.253
C 3.11098 -4.58275 -1.26549 -0.032 0.037 -0.019
C 2.30908 0.03678 0.71163 -0.118 -0.112 0.129
C -1.95015 2.01471 -1.20285 0.374 0.446 -0.379
C 3.44487 -5.11388 -0.02896 0.113 -0.110 0.118
C -1.08729 2.64048 0.71626 -0.068 0.070 0.023
```
Forces are in eV/Å.

Summary:
Calculated total energy in a.u.: -1130.02761
Total charge: 0
SMILES string: CC(=O)NCCc1nc2ccccc2n1CCCCOc1ccccc1

[3]
Density functional theory data (the ωB97M-V functional and the def2-TZVPD basis) for the molecule C21H25N3O2.

XYZ file:
```
51
Properties=species:S:1:pos:R:3:forces:R:3
O -4.10228 -1.75126 0.11118 0.212 0.163 0.033
H 4.31334 2.57042 1.12572 -0.021 0.080 0.070
C 0.69253 1.80996 -0.00307 -0.633 0.363 -0.015
C 0.05858 3.03950 -0.30965 0.200 -0.816 0.156
N -4.19525 1.02508 -0.30718 0.043 -0.332 -0.076
C -3.63303 -2.96508 -0.43210 0.153 -0.251 -0.129
H 0.44683 -0.22446 0.67570 0.003 -0.080 0.025
H 6.03208 -2.58343 0.61560 0.010 0.011 0.096
H 6.92598 -1.33436 1.49392 -0.050 -0.074 0.038
H -6.08009 0.67267 -1.12348 -0.046 0.065 0.089
C 5.30331 0.68627 0.89747 -0.020 -0.087 -0.093
H -4.04489 -3.10392 -1.44460 0.020 -0.007 0.130
H -5.39417 -0.18530 1.73038 -0.061 0.006 0.091
H -3.67643 0.18074 -0.49834 0.078 0.179 0.017
C 3.02602 -0.13642 -0.44005 -0.079 0.187 -0.009
H -5.94706 -1.79509 -0.81194 0.018 -0.006 0.082
C 4.25320 1.56764 0.72966 -0.202 0.032 -0.063
C -1.32407 3.14549 -0.26584 -0.047 -0.169 0.043
C -5.50988 -1.67402 0.19250 -0.417 -0.008 0.223
H 6.84348 -1.63803 -1.54753 -0.010 -0.001 -0.111
C -3.54319 2.12956 0.12380 -0.002 -0.072 -0.223
C -2.05350 2.01720 0.07200 0.199 0.210 0.115
H 4.01131 -2.01442 -0.64878 -0.006 -0.114 -0.037
H -1.82439 4.07491 -0.48295 -0.073 0.120 -0.012
C 6.39205 -1.55392 0.56736 0.103 0.063 -0.195
C 2.14712 3.37479 -0.47663 -0.068 0.173 -0.112
H 8.19523 -2.09056 -0.50363 0.117 -0.043 -0.057
H -1.77999 -2.09893 -1.10246 0.075 0.065 -0.076
C -5.61608 0.84557 -0.14492 -0.237 0.043 0.235
H 2.14781 -0.44801 -0.98483 -0.084 -0.009 -0.045
C 3.10404 1.15870 0.06079 0.522 -0.397 0.089
C -5.92292 -0.32957 0.78725 0.240 -0.140 -0.417
N 1.01343 3.98105 -0.60696 0.097 0.624 -0.122
C -1.41097 0.81585 0.40956 0.027 0.053 -0.053
H -3.97554 -3.80738 0.18919 -0.002 0.095 -0.081
H -2.00047 -0.03062 0.72989 -0.072 -0.103 0.025
O -4.11632 3.14254 0.47903 -0.026 0.276 0.098
H 7.73412 -0.39345 -0.67182 0.052 0.087 -0.050
C -0.03715 0.69624 0.38535 0.125 -0.183 0.027
C -2.11396 -2.92456 -0.47896 -0.447 0.060 0.040
H -6.99418 -0.35829 0.98878 -0.042 -0.026 0.035
C 4.08111 -1.00959 -0.25767 0.047 0.062 0.087
C 7.35381 -1.41079 -0.61425 -0.019 -0.115 0.178
C 5.23106 -0.61476 0.41448 -0.006 -0.071 0.133
H -1.71639 -2.78683 0.52302 0.085 -0.009 0.101
H -5.88627 -2.49445 0.82399 0.048 0.059 -0.103
H -6.00816 1.77675 0.27213 0.003 -0.119 -0.140
H -1.73297 -3.85608 -0.88773 0.083 -0.084 -0.042
N 2.04271 2.05595 -0.11840 -0.250 0.218 -0.047
H 3.09985 3.83525 -0.65595 0.264 -0.006 -0.021
H 6.19062 1.01144 1.42098 0.097 0.031 0.071
```
Forces are in eV/Å.

Summary:
Calculated total energy in a.u.: -1130.01266
Total charge: 0
SMILES string: CCOCCCNC(=O)c1ccc2c(c1)ncn2-c1ccc(CC)cc1

Respective E_LUMO values: 2.69 0.81 0.63 eV.
Respective energy relative to the best compared isomer or geometry (same formula, charge and spin) values: 0.0 16.0 25.4 kcal/mol.